5
Properties=species:S:1:pos:R:3:forces:R:3:nbo_charge:R:1 method="wB97M-V/def2-TZVPD" orbital_gap_ev=12.37 smiles=FC1OO1 e_tot_ha=-288.9103 fmax_ev_per_a=4.56
F -1.1571 -0.2368 0.8559 2.1 0.2 -1.8 -0.369
O 1.0264 -0.6057 0.0181 1.6 -0.6 1.6 -0.225
O 0.1807 -0.5139 -1.1432 -1.5 1.1 -0.4 -0.220
C -0.0366 0.1794 0.0343 -2.6 -3.6 1.0 0.661
H -0.0134 1.1770 0.2349 0.5 2.9 -0.4 0.154

---

93
Properties=species:S:1:pos:R:3:forces:R:3:mulliken_charge:R:1 method="wB97M-V/def2-TZVPD" charge=-1 orbital_gap_ev=6.85 e_tot_ha=-3908.0475 fmax_ev_per_a=2.08
Ba 0.9516 0.3891 -1.1486 -1.6 0.8 1.0 0.985
S 2.6415 -2.0965 -2.0014 0.3 0.9 -0.2 1.176
S 3.3521 1.4913 -2.9507 -0.2 -0.9 0.3 1.155
S -1.8483 -7.0287 5.6259 0.0 0.0 0.0 1.180
O 3.3257 1.5794 -1.4760 0.4 0.0 0.1 -0.372
O -1.4351 -8.3747 5.9655 0.0 0.0 0.0 -0.685
O -3.2501 -6.7284 5.8787 0.0 0.0 0.0 -0.691
O 2.8779 -3.5020 -1.8975 0.0 -0.1 -0.1 -0.658
O 1.9723 1.2651 -3.3980 0.1 0.0 -0.5 -0.682
O 1.3566 -1.7060 -2.5979 0.0 -0.3 -0.5 -0.675
O 2.7890 -1.3316 -0.7495 0.5 -0.2 0.3 -0.496
O -0.9220 -5.9868 6.0197 0.0 0.0 0.0 -0.669
O 4.0397 2.5748 -3.5941 0.0 0.1 0.0 -0.687
N -0.2782 -1.9892 0.3678 0.4 0.1 -0.3 1.153
N -1.3893 -5.8795 3.2192 0.0 0.1 0.0 -0.350
N 1.3365 0.6606 2.1671 0.2 0.1 -0.2 0.341
N 0.9713 3.1492 0.4895 0.0 -0.2 0.0 1.274
N -2.7024 -0.0783 0.8239 0.0 0.0 0.0 0.325
N -0.4266 3.3342 -2.2285 0.1 -0.3 -0.1 0.405
N -2.6401 2.1506 -1.0464 0.0 0.0 0.0 0.921
N 0.4666 1.0964 3.0489 0.0 -0.2 0.2 -0.508
N -2.2993 -8.0612 3.1506 0.0 0.0 0.1 -0.492
N 2.4814 1.1911 2.5047 0.0 0.1 0.0 1.029
N 3.6618 0.8928 1.8419 -0.1 0.1 -0.1 -0.651
N 2.4425 1.9666 3.5544 0.1 -0.2 0.1 -0.947
C -3.8070 0.6141 0.5544 0.0 0.0 0.0 0.941
C 3.9470 -1.3980 -3.0817 -0.1 -0.2 0.1 -0.191
C -0.1346 4.7339 1.8794 0.0 0.0 0.0 -0.723
C -1.8992 -6.8686 1.1274 0.0 0.0 -0.1 -0.787
C -1.5477 -3.9987 0.1401 -0.1 -0.1 0.1 -0.708
C -2.7957 2.7315 -2.3656 0.0 -0.1 0.0 -0.982
C 5.8641 -2.1052 -4.4082 0.0 0.1 0.0 -0.628
C -1.6796 4.1838 -4.0677 0.0 0.0 0.0 -1.051
C -2.3623 3.1710 -0.0265 0.1 0.0 0.0 -1.625
C -0.9949 -4.5200 1.3056 0.1 0.1 0.0 1.068
C 5.3554 0.2149 -4.1790 0.1 0.1 -0.1 -0.545
C -4.9045 -0.2208 2.5104 0.0 0.0 0.0 -0.520
C 4.7649 -2.3871 -3.6070 0.1 -0.1 0.0 -0.529
C -4.9292 0.5716 1.3722 0.0 0.1 0.0 -1.012
C -1.1626 -2.7393 -0.2827 0.0 0.0 0.0 -0.809
C 0.2808 -2.5103 1.4613 0.2 -0.1 0.0 -0.559
C -1.5711 3.4384 -2.8972 0.1 0.2 0.0 0.673
C 6.1668 -0.7901 -4.6900 -0.1 0.0 0.1 -0.629
C -0.1264 3.5501 1.1437 0.1 0.1 -0.1 -0.427
C -1.8220 -6.9934 3.7981 0.0 0.0 0.0 0.086
C 2.1375 5.0938 1.2543 0.0 0.0 -0.1 -1.055
C -1.4406 -5.8078 1.8908 0.0 -0.2 0.1 0.169
C -1.3557 2.6918 1.0415 0.1 0.0 0.1 0.751
C 1.1592 1.8742 3.8874 -0.2 0.1 -0.2 -0.240
C -0.0329 -3.7591 1.9647 -0.2 0.1 0.0 -0.792
C -3.8485 1.4022 -0.7329 0.0 -0.1 -0.1 -1.516
C 4.2488 -0.0468 -3.3836 0.0 0.2 -0.1 -0.014
C 0.6490 3.9576 -2.7123 0.0 0.0 0.0 0.075
C 2.0687 3.9053 0.5453 0.0 0.0 0.0 -0.675
C -2.3213 -7.9877 1.8303 0.0 0.0 0.0 -0.314
C 1.0070 5.5130 1.9354 0.0 0.0 0.0 -0.686
C -2.6797 -0.8209 1.9284 -0.1 0.0 0.0 -0.012
C -3.7541 -0.9309 2.8003 0.0 0.0 0.0 -1.185
C 0.6378 4.7073 -3.8737 0.0 0.0 0.0 -1.159
C -0.5573 4.8192 -4.5655 0.0 0.0 0.0 -0.502
H -3.3000 3.4890 0.4512 0.0 0.0 0.0 0.506
H -1.9113 -6.8405 0.0463 0.0 0.0 0.0 0.427
H 0.7273 2.3886 4.7273 0.0 0.0 0.0 0.458
H -3.6483 3.4337 -2.4077 0.0 0.0 0.0 0.411
H -5.8074 1.1508 1.1144 0.0 0.0 0.0 0.426
H 5.5805 1.2459 -4.4102 0.0 0.0 0.0 0.529
H 0.4133 -4.1247 2.8789 0.0 0.0 0.0 0.572
H 3.0555 5.6650 1.2688 0.0 0.0 0.0 0.479
H -2.6342 4.2525 -4.5754 0.0 0.0 0.0 0.473
H 7.0187 -0.5266 -5.3029 0.0 0.0 0.0 0.386
H 1.5631 3.8381 -2.1433 0.0 0.0 0.0 0.236
H -1.9574 4.0488 -0.5244 0.0 0.0 0.0 0.862
H -1.0568 1.6752 0.8045 0.0 0.0 0.0 -0.885
H -3.0387 1.9223 -3.0616 0.0 0.0 0.0 0.445
H -0.6130 5.3936 -5.4816 0.0 0.0 0.0 0.391
H -1.0347 5.0256 2.4065 0.0 0.0 0.0 0.535
H -1.8364 2.6319 2.0194 0.0 0.0 0.0 0.608
H -1.6119 -2.3027 -1.1686 0.0 0.0 0.0 0.400
H 2.9218 3.5356 -0.0165 0.0 0.0 0.0 0.522
H 1.5461 5.1742 -4.2275 0.0 0.0 0.0 0.497
H 1.0071 -1.8867 1.9680 0.0 0.0 0.0 0.358
H -4.0352 0.6982 -1.5505 0.0 0.0 0.0 0.487
H -4.7175 2.0820 -0.6971 0.0 0.0 0.0 0.420
H 1.0156 6.4324 2.5073 0.0 0.0 0.0 0.432
H -1.7606 -1.3563 2.1271 -0.1 0.0 0.0 0.443
H -3.6794 -1.5642 3.6738 0.0 0.0 0.0 0.551
H -5.7688 -0.2803 3.1594 0.0 0.0 0.0 0.411
H 4.1328 1.7728 1.6547 0.0 0.0 0.0 0.365
H 3.3915 0.4941 0.9486 0.2 -0.3 -0.2 0.260
H -2.3056 -4.5423 -0.4087 0.0 0.0 0.0 0.382
H -2.6908 -8.8633 1.3044 0.0 0.0 0.0 0.407
H 6.4686 -2.9169 -4.7908 0.0 0.0 0.0 0.388
H 4.5310 -3.4131 -3.3605 0.0 0.0 0.0 0.549

---

What did we get for relative energy (zero: lowest compared OMol25 entry of this formula, charge and spin)? Answer: 111.55; 18.52 kcal/mol, in the order shown.